Entry from the Open Molecules 2025 dataset: 15 unconnected molecules or ions with the total composition C5H38NO15 in a non-equilibrium geometry (wB97M-V/def2-TZVPD).

```
59
Properties=species:S:1:pos:R:3:forces:R:3
C 0.6898 -0.9082 0.3970 -0.9 0.7 1.7
O 2.0065 -0.4785 0.3077 0.2 -1.1 -1.4
C -0.1347 0.1753 1.1332 -1.1 0.2 -2.3
C -1.5950 0.0444 0.6301 -0.2 -0.5 0.4
C -1.8307 0.7751 -0.7145 0.8 -1.4 1.7
C -4.1289 0.2753 -0.7502 -2.0 0.8 -0.1
N -3.0453 0.3282 -1.3658 0.4 0.1 -0.3
H 0.1691 -1.1402 -0.5386 0.5 0.4 -0.5
H 0.4994 -1.8555 0.9371 0.7 0.0 0.2
H 0.1260 1.1475 0.6985 0.7 0.0 0.3
H -0.0246 0.2409 2.2065 0.1 -0.3 0.1
H -2.3079 0.3355 1.4031 -0.2 0.1 -0.1
H -1.7806 -1.0014 0.3579 -0.1 -0.2 0.5
H -0.9960 0.3754 -1.2994 0.0 0.6 -0.4
H -1.7705 1.8499 -0.5522 -0.1 -0.6 -0.4
H -5.0592 0.0628 -1.2898 0.4 -0.6 -0.4
H -4.4505 0.6180 0.2435 1.1 0.0 0.4
H 0.6325 1.6146 -2.6961 0.6 0.4 -0.3
H -0.7671 1.4888 -3.0298 -0.3 0.4 -0.4
O -0.0639 2.1534 -3.1038 -0.5 -0.5 0.5
H 3.4094 2.3109 0.8391 0.0 0.2 0.0
H 2.8484 1.0537 0.1343 0.8 0.2 0.2
O 3.6876 1.5756 0.2911 -0.6 -0.2 -0.3
H 1.5432 -0.4006 -4.1661 0.1 0.4 -0.3
H 2.1726 -0.5468 -2.8617 0.2 0.6 0.2
O 1.8214 0.1738 -3.4401 0.1 -1.2 0.1
H -1.2228 -1.1409 -5.0097 0.5 -0.1 0.7
H -0.1454 -0.0555 -4.4810 -0.5 -0.5 0.2
O -0.8257 -0.2715 -5.1282 -0.2 0.6 -0.8
H 2.4233 -1.1338 -0.8053 0.3 -0.3 0.0
H 3.4468 -2.3037 -1.4278 -0.5 0.4 -0.2
O 2.6869 -1.7602 -1.7015 0.5 0.2 0.8
H -1.3548 -2.0091 2.7690 -0.1 -0.6 0.0
H -2.2686 -2.7004 1.7601 0.2 -0.1 0.1
O -1.6135 -2.8918 2.4437 -0.1 0.6 0.1
H 1.0785 -3.5991 -3.1562 -0.1 0.0 0.0
H 1.4020 -2.5505 -2.0694 -0.6 -0.4 -0.4
O 0.6316 -3.0366 -2.5168 0.4 0.0 0.3
H 1.0374 -0.9175 4.8385 -0.2 0.1 0.2
H 0.8689 -1.2403 3.4265 -0.2 -0.2 -0.3
O 0.3327 -1.2070 4.2289 0.3 0.3 0.0
H 2.8752 -0.5965 1.4677 -0.1 0.4 1.0
H 4.1115 0.1575 2.0515 0.0 0.1 0.1
O 3.3835 -0.3877 2.3700 0.1 -0.8 -1.1
H -2.2867 -1.8498 -3.1649 0.0 -0.2 0.0
H -1.2166 -2.9286 -2.9051 0.1 0.2 -0.3
O -1.9400 -2.6852 -3.5134 -0.2 0.2 0.1
H -1.5607 3.3027 -2.1748 0.4 0.0 0.0
H -1.8343 3.7181 -0.7187 0.2 0.2 0.2
O -2.2583 3.4102 -1.5204 -0.7 0.9 -0.4
H -0.6148 2.1745 4.4194 0.0 -0.3 0.1
H -0.7768 0.6635 4.0908 0.1 0.0 0.1
O -1.1854 1.5365 3.9760 -0.1 0.1 0.1
H 2.9551 -0.2337 3.8454 0.5 0.5 1.0
H 2.2527 0.9734 4.1764 0.2 0.1 0.8
O 2.7241 0.2941 4.6953 -0.6 -0.2 -1.2
H -0.1470 3.0977 1.9058 0.0 -0.1 -0.1
H -1.5334 2.6735 2.3530 0.2 -0.1 -0.1
O -1.0764 3.2301 1.7041 -0.3 0.3 -0.1
```
Forces are in eV/Å.

Calculated values
**Frontier orbital gap**: 9.1 eV
**ΔE to the lowest compared entry with this formula, charge and spin**: 78.8 kcal per mole
**Net charge**: -1
**Strongest force on any atom**: 2.58 eV/A
**HOMO energy**: -6.85 eV
**Total energy**: -38006.1750 eV

Here are the Mulliken charges for atoms 1 to 5, given in e: number 1, C, carries -0.198; number 2, O, carries -0.783; number 3, C, carries -0.011; number 4, C, carries -1.226; number 5, C, carries 0.899

=====

Entry from the Open Molecules 2025 dataset: C5H3Br3 in the gas phase in a non-equilibrium geometry (wB97M-V/def2-TZVPD).

```
11
Properties=species:S:1:pos:R:3:forces:R:3
C 0.3494 0.5431 1.3120 -0.8 -1.5 2.8
C 0.4201 1.0090 0.0364 0.3 -0.8 -2.1
C -0.2758 -0.5665 1.8192 0.2 1.1 -2.4
C 0.2107 0.2485 -1.1049 -2.4 0.3 -1.3
C -0.7842 -0.7300 -1.3838 1.4 0.7 1.0
Br 0.6969 1.0689 -2.7874 0.3 0.0 0.5
Br -0.7508 -1.8986 -2.8358 0.0 -0.5 0.0
Br -1.2854 -1.6784 0.3899 0.3 0.9 0.1
H 0.9046 1.2585 1.9360 -0.5 -0.9 0.7
H 0.8551 1.9597 -0.0161 0.6 1.0 -0.7
H -0.3406 -1.2141 2.6346 0.5 -0.3 1.3
```
Forces are in eV/Å.

Calculated values
**Frontier orbital gap**: 6.9 eV
**ΔE to the lowest compared entry with this formula, charge and spin**: 15.8 kcal per mole
**Strongest force on any atom**: 3.25 eV/A
**HOMO energy**: -7.21 eV
**Total energy**: -215355.5156 eV

Here are the Mulliken charges for atoms 1 to 5, given in e: number 1, C, carries -0.350; number 2, C, carries -0.363; number 3, C, carries -0.441; number 4, C, carries 0.256; number 5, C, carries -0.035

=====

Entry from the Open Molecules 2025 dataset: C5H3Cl in the gas phase in a non-equilibrium geometry (wB97M-V/def2-TZVPD).

```
9
Properties=species:S:1:pos:R:3:forces:R:3
C -1.4453 -2.8787 0.3502 1.9 3.1 -1.0
C -0.7623 -1.8663 0.1469 -2.7 -3.1 1.0
C -0.2078 -0.6272 0.0535 1.6 0.4 -0.4
C 0.5001 0.3408 -0.1219 -1.1 1.7 0.1
C 0.9774 1.7551 -0.2176 1.7 -1.3 0.0
Cl -0.1113 3.0741 0.1292 -1.1 0.3 0.0
H -2.1604 -3.6585 0.3189 0.1 -0.4 0.2
H 1.7634 1.8991 0.5301 0.1 -0.3 -0.2
H 1.4462 1.9616 -1.1894 -0.3 -0.3 0.2
```
Forces are in eV/Å.

Calculated values
**Frontier orbital gap**: 9.9 eV
**ΔE to the lowest compared entry with this formula, charge and spin**: 6.7 kcal per mole
**Strongest force on any atom**: 4.27 eV/A
**HOMO energy**: -9.58 eV
**Total energy**: -17751.9530 eV
**Structure (SMILES)**: C#CC#CCCl

Here are the Mulliken charges for atoms 1 to 5, given in e: number 1, C, carries -0.290; number 2, C, carries -0.570; number 3, C, carries 0.258; number 4, C, carries 0.319; number 5, C, carries -0.557

=====

Entry from the Open Molecules 2025 dataset: C5H3ClN2O in the gas phase in a non-equilibrium geometry (wB97M-V/def2-TZVPD).

```
12
Properties=species:S:1:pos:R:3:forces:R:3
C 1.3082 0.6214 0.1020 0.1 -1.0 2.3
C -0.0719 0.0152 0.0703 1.8 0.3 -0.4
O -0.3494 -1.3590 -0.0485 -2.1 2.2 0.2
C 0.5658 -2.2066 -0.0630 3.5 -1.8 0.6
N 1.4971 -2.8976 0.0101 -1.1 0.4 -0.3
C -1.0953 0.8286 -0.0441 -0.5 1.0 1.0
Cl -0.9220 2.5590 -0.0342 -0.1 -0.5 0.0
C -2.3717 0.2841 0.0233 -0.8 0.0 -1.1
N -3.3489 -0.2641 -0.1945 -1.1 -0.4 0.3
H 1.3192 1.2274 -0.7446 0.2 1.3 -1.4
H 2.0438 -0.1899 -0.1296 -0.1 0.9 1.1
H 1.4249 1.3815 1.0528 0.1 -2.5 -2.2
```
Forces are in eV/Å.

Calculated values
**Frontier orbital gap**: 10.1 eV
**ΔE to the lowest compared entry with this formula, charge and spin**: 19.2 kcal per mole
**Strongest force on any atom**: 3.93 eV/A
**HOMO energy**: -10.22 eV
**Total energy**: -22780.4757 eV
**Structure (SMILES)**: C/C(OC#N)=C(\Cl)C#N

Here are the Mulliken charges for atoms 1 to 5, given in e: number 1, C, carries -1.282; number 2, C, carries 0.358; number 3, O, carries -0.370; number 4, C, carries 0.601; number 5, N, carries -0.455

=====

Entry from the Open Molecules 2025 dataset: a molecular structure, C5H3ClNO3S in a non-equilibrium geometry (wB97M-V/def2-TZVPD).

```
14
Properties=species:S:1:pos:R:3:forces:R:3
C 2.0094 0.2298 0.0847 1.2 1.2 -0.4
C 1.1132 1.2466 0.1621 -0.4 -3.6 0.1
C 1.5983 -1.1471 -0.0629 1.9 -0.2 0.0
C -0.2881 0.9868 0.1267 0.1 1.4 -0.5
C -0.9522 -0.0981 -0.1467 2.5 -4.2 0.5
N 0.3816 -1.5327 -0.0979 -5.2 3.8 -0.5
O -0.1079 -2.6398 -0.2714 0.5 -1.1 0.1
O -3.0290 -0.1168 1.3344 -0.3 0.0 -0.5
O -3.2842 0.3984 -1.0873 -0.8 1.1 -1.0
S -2.8438 -0.5403 -0.0786 0.7 -1.4 1.5
Cl -1.2718 2.4158 0.1281 -0.3 1.0 0.2
H 3.1100 0.5745 0.0094 -1.8 -1.2 0.2
H 1.3311 2.2353 0.1414 1.2 2.7 0.2
H 2.2333 -2.0124 -0.2420 0.7 0.4 0.2
```
Forces are in eV/Å.

Calculated values
**Frontier orbital gap**: 7.5 eV
**ΔE to the lowest compared entry with this formula, charge and spin**: 74.3 kcal per mole
**Net charge**: -1
**Strongest force on any atom**: 6.43 eV/A
**HOMO energy**: -4.15 eV
**Total energy**: -36220.2107 eV

Here are the Mulliken charges for atoms 1 to 5, given in e: number 1, C, carries -0.534; number 2, C, carries -0.578; number 3, C, carries -0.125; number 4, C, carries 0.384; number 5, C, carries -0.072

=====

Entry from the Open Molecules 2025 dataset: C5H3ClS in the gas phase in a non-equilibrium geometry (wB97M-V/def2-TZVPD).

```
10
Properties=species:S:1:pos:R:3:forces:R:3
S 2.7000 -0.8498 -0.0023 -0.5 0.2 0.0
C 1.1526 -0.3553 0.0051 0.6 -0.4 -0.1
C 0.6845 1.0474 0.0013 0.7 0.7 0.0
C -0.6485 1.0498 -0.0052 -0.2 0.2 0.1
C -1.0997 -0.3731 -0.0017 0.1 0.0 0.0
Cl -2.7628 -0.7924 -0.0009 0.2 0.0 0.0
C -0.0445 -1.2036 -0.0026 -0.5 -1.1 0.1
H 1.3973 1.8861 -0.0036 -0.6 -0.5 0.0
H -1.3213 1.9083 0.0054 0.2 -0.4 0.0
H -0.0576 -2.3173 0.0045 0.1 1.2 0.0
```
Forces are in eV/Å.

Calculated values
**Frontier orbital gap**: 7.5 eV
**ΔE to the lowest compared entry with this formula, charge and spin**: 0.7 kcal per mole
**Strongest force on any atom**: 1.23 eV/A
**HOMO energy**: -9.16 eV
**Total energy**: -28589.7195 eV
**Structure (SMILES)**: S=C1C=CC(Cl)=C1

Here are the Mulliken charges for atoms 1 to 5, given in e: number 1, S, carries -0.235; number 2, C, carries 0.446; number 3, C, carries -0.540; number 4, C, carries -0.424; number 5, C, carries 0.383

=====

Q: HOMO energy of number 1 (C5H38NO15)?
A: -6.85 eV

=====

Q: strongest force on any atom of number 6 (C5H3ClS)?
A: 1.23 eV/A

=====

Repeat the fourth record exactly.
Entry from the Open Molecules 2025 dataset: C5H3ClN2O in the gas phase in a non-equilibrium geometry (wB97M-V/def2-TZVPD).

```
12
Properties=species:S:1:pos:R:3:forces:R:3
C 1.3082 0.6214 0.1020 0.1 -1.0 2.3
C -0.0719 0.0152 0.0703 1.8 0.3 -0.4
O -0.3494 -1.3590 -0.0485 -2.1 2.2 0.2
C 0.5658 -2.2066 -0.0630 3.5 -1.8 0.6
N 1.4971 -2.8976 0.0101 -1.1 0.4 -0.3
C -1.0953 0.8286 -0.0441 -0.5 1.0 1.0
Cl -0.9220 2.5590 -0.0342 -0.1 -0.5 0.0
C -2.3717 0.2841 0.0233 -0.8 0.0 -1.1
N -3.3489 -0.2641 -0.1945 -1.1 -0.4 0.3
H 1.3192 1.2274 -0.7446 0.2 1.3 -1.4
H 2.0438 -0.1899 -0.1296 -0.1 0.9 1.1
H 1.4249 1.3815 1.0528 0.1 -2.5 -2.2
```
Forces are in eV/Å.

Calculated values
**Frontier orbital gap**: 10.1 eV
**ΔE to the lowest compared entry with this formula, charge and spin**: 19.2 kcal per mole
**Strongest force on any atom**: 3.93 eV/A
**HOMO energy**: -10.22 eV
**Total energy**: -22780.4757 eV
**Structure (SMILES)**: C/C(OC#N)=C(\Cl)C#N

Here are the Mulliken charges for atoms 1 to 5, given in e: number 1, C, carries -1.282; number 2, C, carries 0.358; number 3, O, carries -0.370; number 4, C, carries 0.601; number 5, N, carries -0.455

=====

Q: Look up the frontier orbital gap of the sixth one.
A: 7.5 eV